<P>
# C9H14N3

A gas-phase ion, C9H14N3 (charge +1) (ωB97M-V/def2-TZVPD, OMol25).

Properties
Orbital gap: 8.4 eV
Net charge: +1
Multiplicity: 1
E_LUMO: -6.35 eV

Positions of all 26 atoms, in Å:
N 3.8799 1.5427 -0.1426
N 1.4952 -0.8211 0.2667
N 2.5765 -1.1971 -0.0023
C -0.0375 0.8887 -0.3117
C 0.1927 1.4832 1.0703
C -0.7903 -1.4711 0.3983
C 3.8158 -0.9871 -0.0849
C 0.2838 -0.6622 -0.3642
C -1.4557 1.1008 -0.8318
C -2.1639 -1.1975 -0.1881
C -2.5055 0.2834 -0.0847
C 4.0345 0.4119 -0.1692
H -2.5526 0.5817 0.9616
H -0.4310 1.0197 1.8271
H -1.5004 0.8562 -1.8937
H -1.6819 2.1632 -0.7252
H -2.8945 -1.7895 0.3628
H 0.6632 1.3556 -1.0127
H 1.2327 1.3823 1.3741
H -3.4838 0.4703 -0.5238
H 4.5745 -1.7479 -0.0745
H -0.0469 2.5436 1.0392
H -0.5500 -2.5319 0.3088
H -0.7702 -1.2029 1.4538
H 0.3158 -0.9587 -1.4216
H -2.2007 -1.5165 -1.2316



<Q>
# C9H14N3

A gas-phase ion, C9H14N3 (charge +1) (ωB97M-V/def2-TZVPD, OMol25).

Properties
Orbital gap: 8.9 eV
Net charge: +1
Multiplicity: 1
E_LUMO: -3.75 eV

Positions of all 26 atoms, in Å:
N -2.2360 -1.4313 1.0465
N -1.0677 -1.6796 0.7911
N 0.2669 1.6881 -0.1834
C 1.8550 -1.4420 -0.8955
C -0.5172 -0.7615 -0.2290
C 0.4893 -1.2525 -1.1743
C 1.9812 0.2250 0.9791
C -1.2257 1.5920 -0.3988
C 0.5572 0.7488 0.8568
C -2.7542 -0.3381 0.2737
C 2.3070 -1.2222 0.4642
C -1.6886 0.1023 -0.7355
H 0.1417 1.0108 1.8192
H -3.5776 -0.8535 -0.3306
H 2.5620 -1.5441 -1.6127
H -1.5846 2.3273 -1.1616
H 0.8277 1.3648 -0.9682
H -1.8102 -0.2859 -1.8084
H 2.2508 0.3387 2.0599
H 3.3818 -1.3302 0.5003
H 0.1567 -1.1678 -2.2889
H 2.7113 1.0134 0.5066
H 0.3172 2.7658 -0.0400
H -3.3821 0.3195 0.9102
H 1.7449 -1.9678 1.0898
H -1.7066 1.7800 0.5291



What should be chosen as the most stable of them? Choose <P>.



<P>
# C3H4N2O3S

A single C3H4N2O3S molecule (ωB97M-V/def2-TZVPD, OMol25).

Properties
Orbital gap (spin up / spin down): 6.1 / 8.8 eV
Multiplicity: 1
E_LUMO (spin up / spin down): -2.27 / -0.72 eV

Positions of all 13 atoms, in Å:
S 0.2970 3.0781 -0.3819
O 0.9923 0.9592 -2.2776
O -0.2347 -2.5440 0.2197
O -1.3953 -1.3099 2.3987
N 0.3397 -0.6474 -0.7766
N 0.1490 1.5314 -0.2314
C 0.4528 0.6587 -1.2548
C -0.5755 -0.6340 1.5363
C -0.1489 -1.3198 0.3245
H -0.2088 0.3559 1.5051
H -1.4339 -2.1205 1.8634
H 0.5393 -1.3526 -1.5094
H 1.2269 3.3450 -1.4160



<Q>
# C3H4N2O3S

A molecular structure, C3H4N2O3S (ωB97M-V/def2-TZVPD, OMol25).

Properties
Orbital gap: 9.0 eV
Multiplicity: 1
E_LUMO: -0.06 eV

Positions of all 13 atoms, in Å:
S -1.3887 -0.3131 -1.5136
O 2.2788 -0.5094 1.6313
O 1.6881 1.8285 0.0695
O -0.8639 -1.3852 0.0030
N -2.6934 0.3639 -1.1856
N -0.3559 0.8409 -1.2253
C 1.1843 -0.3321 0.7585
C 1.2010 0.7762 -0.0883
C 0.1409 -1.1554 0.7956
H 0.1305 -1.7266 1.7330
H 2.8476 0.1549 1.4271
H -0.7731 1.7028 -0.9673
H -3.3962 -0.2455 -1.4379



What should be chosen as the most stable of them? Choose <P>.



<P>
# C11H27N7O2P

2 unconnected molecules or ions with the total composition C11H27N7O2P (ωB97M-V/def2-TZVPD, OMol25).

Properties
Orbital gap: 5.7 eV
Net charge: +1
Multiplicity: 1
E_LUMO: -4.46 eV

Positions of all 48 atoms, in Å:
P -2.3916 0.8484 -0.3655
O 5.1447 -0.3046 -0.5135
O -1.8015 -0.0447 0.6847
N -3.6246 1.3667 -1.3869
N 4.5302 -3.1953 1.4578
N 3.3785 -4.4613 -0.1879
N -1.2440 0.6974 -1.6426
N -2.4317 2.3418 0.4988
N 2.2943 -2.7685 0.9956
N 2.8518 -0.6036 0.0536
C 2.5083 -1.3189 1.2768
C -3.7719 0.8794 -2.7664
C -2.7221 2.2040 1.9225
C -4.8780 1.8684 -0.8025
C 3.4365 -1.1488 2.4746
C 4.2628 -2.4249 2.6945
C -1.5278 3.4448 0.2517
C 3.3907 -3.4742 0.7637
C -0.8642 -0.6810 -1.8984
C 4.0286 -0.4496 -0.2313
C -0.1220 1.5941 -1.8112
H 5.2093 -2.6904 0.8867
H -3.1399 1.4610 -3.4361
H 5.1865 -2.2471 3.2334
H -0.4781 3.1936 0.4549
H -0.4478 -0.7704 -2.9044
H 3.6351 -3.0750 3.3016
H 2.8145 -5.2825 -0.0517
H 3.8840 -4.3355 -1.0478
H -1.8344 1.9489 2.5146
H -1.7949 4.2855 0.8940
H -0.4274 2.6112 -2.0499
H -5.7479 1.3688 -1.2291
H 4.0134 -0.2267 2.4596
H -3.4664 1.4277 2.0944
H -0.1240 -1.0548 -1.1730
H -1.7329 -1.3399 -1.8503
H 2.8071 -1.0780 3.3613
H -3.1407 3.1401 2.2984
H 0.4740 1.2772 -2.6699
H -4.9185 1.7067 0.2706
H 0.5298 1.5954 -0.9255
H -1.6248 3.8125 -0.7713
H -3.5132 -0.1726 -2.8732
H 1.6148 -2.9277 0.2581
H -4.7994 0.9948 -3.1066
H 1.5389 -0.9330 1.5788
H -4.9639 2.9406 -0.9858



<Q>
# C11H27N7O2P

3 unconnected molecules or ions with the total composition C11H27N7O2P (ωB97M-V/def2-TZVPD, OMol25).

Properties
Orbital gap: 8.3 eV
Net charge: +1
Multiplicity: 1
E_LUMO: -2.89 eV

Positions of all 48 atoms, in Å:
P 2.1012 -0.5136 -0.4962
O -2.9370 -1.1592 -0.3000
O -0.1436 2.6849 -5.4164
N -3.8758 -2.4575 -1.9018
N -1.9871 0.3148 2.2926
N 0.1242 0.9354 1.3339
N 0.8179 3.1294 1.2063
N 0.3013 2.1861 -3.2541
N -5.0829 -1.8544 -0.0686
N 0.1358 4.3628 -3.9239
C 1.3518 -2.1735 0.0111
C 1.7374 2.4090 0.3079
C 3.9260 -0.3803 0.0983
C -0.1414 2.2584 1.8172
C 2.0137 -3.4512 -0.7183
C -3.9024 -1.7832 -0.7289
C 4.0887 -0.8245 1.6373
C -0.7055 -0.2351 1.7659
C -2.2824 -0.1440 3.6869
C 0.0822 3.0529 -4.2770
C 1.2542 0.9373 0.4202
H 3.5508 -1.8076 1.8826
H 2.7753 -4.0118 -0.0730
H 0.2442 -2.1571 -0.3248
H 0.4879 2.4784 -2.3122
H -2.7467 0.1089 1.6311
H -5.8779 -2.3624 -0.4117
H -0.1743 -0.9476 2.4829
H 2.4774 -3.2056 -1.7311
H 1.1462 -4.1979 -0.8880
H -0.9888 -0.8054 0.7994
H -4.6597 -2.9709 -2.2619
H 3.7749 0.0363 2.3162
H 0.8655 4.1444 1.3575
H -3.4352 -0.1680 3.7841
H -5.1515 -1.3683 0.8097
H 0.3208 4.6760 -2.9889
H -0.0205 5.0431 -4.6493
H 2.5902 2.8581 -0.3064
H 1.3199 -2.2820 1.1564
H 5.2143 -1.0140 1.8243
H -3.0188 -2.4334 -2.4295
H -1.8746 -1.2012 3.8314
H -1.8980 0.6152 4.4531
H 4.6513 -0.9313 -0.5867
H 0.2715 1.2029 -3.4678
H 4.1880 0.7467 0.0559
H -0.9082 2.6598 2.5544



What should be chosen as the most stable of them? Choose <Q>.



<P>
# C3H3NO

A single C3H3NO molecule (ωB97M-V/def2-TZVPD, OMol25).

Properties
Orbital gap: 11.2 eV
Multiplicity: 1
E_LUMO: 0.41 eV

Positions of all 8 atoms, in Å:
O -2.0347 0.5032 -0.2618
N 1.8731 -0.2630 0.1952
C 0.0861 -0.5166 0.0360
C -0.8828 0.6522 0.0450
C 1.4258 0.1655 -0.8289
H -0.4647 1.6228 0.3725
H -0.2370 -1.3095 -0.6366
H 0.1613 -0.9179 1.0519



<Q>
# C3H3NO

A single C3H3NO molecule (ωB97M-V/def2-TZVPD, OMol25).

Properties
Orbital gap (spin up / spin down): 8.4 / 8.4 eV
Multiplicity: 1
E_LUMO (spin up / spin down): 0.10 / 0.10 eV

Positions of all 8 atoms, in Å:
O 2.3738 -1.0220 0.0728
N 1.0827 0.9329 0.0060
C 1.6458 -0.1345 -0.0484
C -1.0240 -0.0715 0.0165
C -0.1480 1.0379 0.4233
H -0.4964 -0.7421 -0.6707
H -1.6705 0.4654 -0.6483
H -1.7635 -0.4661 0.8490



<R>
# C3H3NO

A single C3H3NO molecule (ωB97M-V/def2-TZVPD, OMol25).

Properties
Orbital gap: 9.2 eV
Multiplicity: 1
E_LUMO: 0.91 eV

Positions of all 8 atoms, in Å:
O 2.4180 -0.1943 -0.3267
N 1.2596 -0.1569 0.0002
C 0.0150 -0.8522 0.1779
C 0.1911 0.5525 0.6463
C 0.2109 0.2400 -0.7978
H -0.3216 -1.8338 0.3809
H -0.0146 0.5901 -1.7712
H 0.0582 1.2722 1.4086



What should be chosen as the most stable of them? Choose <P>.



<P>
# C5H4N2O

A single C5H4N2O molecule (ωB97M-V/def2-TZVPD, OMol25).

Properties
Orbital gap: 10.8 eV
Multiplicity: 1
E_LUMO: 0.48 eV

Positions of all 12 atoms, in Å:
O -0.2080 0.2922 -0.5666
N -0.5817 -2.7793 0.9467
N -3.5375 0.2737 -0.1263
C -0.7913 -1.6503 0.7399
C 1.9606 1.1203 -0.8444
C -0.9787 -0.2017 0.4948
C -2.4225 0.0644 0.1498
C 1.1198 0.2670 -0.3000
H 1.5907 -0.5812 0.2164
H 3.0312 1.0297 -0.7142
H 1.6043 1.9186 -1.4986
H -0.7871 0.2464 1.5024



<Q>
# C5H4N2O

A single C5H4N2O molecule (ωB97M-V/def2-TZVPD, OMol25).

Properties
Orbital gap: 10.1 eV
Multiplicity: 1
E_LUMO: -0.35 eV

Positions of all 12 atoms, in Å:
O 1.1114 1.4254 -0.3323
N 3.0314 -1.1836 -0.3545
N -3.6502 -0.7329 -0.3426
C -0.2258 -0.1914 0.5529
C -1.3630 0.4477 0.1941
C 1.1342 0.3432 0.4236
C -2.6907 -0.0236 -0.0769
C 2.0418 -0.6561 -0.0603
H 2.0680 1.6363 -0.8468
H -0.2322 -1.2446 0.8693
H -1.3710 1.5466 -0.1770
H 1.5967 0.5554 1.4917



What should be chosen as the most stable of them? Choose <P>.



<P>
# C5H10N2

A single C5H10N2 molecule (ωB97M-V/def2-TZVPD, OMol25).

Properties
Orbital gap: 8.9 eV
Multiplicity: 1
E_LUMO: 0.95 eV

Positions of all 17 atoms, in Å:
N 2.6048 0.6973 0.2892
N 1.9455 -0.2874 0.2580
C -1.5766 1.0854 0.5927
C -0.1529 0.9826 0.1123
C 0.1708 0.5449 -1.2808
C -0.1064 -1.6842 0.1226
C 0.5253 -0.3423 -0.1113
H -0.1216 -1.9215 1.1861
H -2.2498 0.5084 -0.0395
H -0.6383 0.2257 -1.9212
H 0.5223 1.7248 0.5292
H -1.8864 2.1323 0.5755
H 2.3108 -1.2558 0.5047
H 0.4540 -2.4612 -0.3973
H -1.6658 0.7253 1.6206
H 0.9915 1.0263 -1.7921
H -1.1269 -1.7006 -0.2488



<Q>
# C5H10N2

2 unconnected molecules or ions with the total composition C5H10N2 (ωB97M-V/def2-TZVPD, OMol25).

Properties
Orbital gap: 9.8 eV
Multiplicity: 1
E_LUMO: 1.07 eV

Positions of all 17 atoms, in Å:
N 0.9640 -0.4284 -1.2651
N 0.3275 -0.9443 1.9237
C -1.6109 -0.3961 -1.3067
C -0.3565 0.0209 -1.3302
C 0.6838 1.0342 -1.3397
C -0.6821 -1.7111 1.8848
C 0.9495 1.8937 -0.1275
H 0.9814 1.4624 -2.2972
H -2.4358 0.3011 -1.4032
H 2.0245 2.0916 -0.0433
H 1.0299 -1.3044 2.5722
H 0.6162 1.3791 0.7792
H -0.7748 -2.6413 2.4541
H 0.4327 2.8562 -0.2008
H -1.8394 -1.4554 -1.2197
H 1.2059 -0.7133 -0.3152
H -1.5160 -1.4448 1.2347



<R>
# C5H10N2

A single C5H10N2 molecule (ωB97M-V/def2-TZVPD, OMol25).

Properties
Orbital gap: 9.1 eV
Multiplicity: 1
E_LUMO: 0.58 eV

Positions of all 17 atoms, in Å:
N 1.0593 -0.6602 -0.2344
N -0.6089 0.0545 1.7553
C 0.6074 1.6503 -0.9276
C -0.1438 -1.0034 -0.4397
C -1.1326 -0.6028 0.5694
C -1.1628 -1.2841 1.8644
C 1.3252 0.3144 -1.2872
H -0.4379 1.7208 -1.2753
H 2.3848 0.4348 -1.2098
H -2.1093 -1.3686 2.3754
H 1.1678 2.4773 -1.3734
H -0.4665 -2.1157 1.9455
H 1.0206 -0.0006 -2.2992
H -0.4972 -1.3142 -1.4330
H -1.9888 -0.1125 0.1063
H 0.5696 1.8029 0.1589
H 0.4132 0.0072 1.7044



<S>
# C5H10N2

A single C5H10N2 molecule (ωB97M-V/def2-TZVPD, OMol25).

Properties
Orbital gap: 9.7 eV
Multiplicity: 1
E_LUMO: 0.97 eV

Positions of all 17 atoms, in Å:
N 1.2979 -0.9092 -0.2309
N -0.9565 0.8919 -0.5616
C 0.1173 1.1321 0.3321
C -1.2798 -0.5297 -0.7331
C -0.2447 -0.0184 1.3077
C 1.3762 0.5623 -0.3655
C -0.1587 -1.1286 0.3024
H 1.1845 -1.4625 -1.1879
H 1.4887 0.8774 -1.4888
H 0.2958 2.2420 0.3099
H 0.3356 -0.2924 2.1287
H 2.3178 1.0570 0.1109
H -0.3319 -2.0872 0.7699
H -1.8118 1.1522 -0.1093
H -1.2170 0.1120 1.7634
H -1.2933 -1.0229 -1.6785
H -2.2193 -0.5600 -0.1324



What should be chosen as the most stable of them? Choose <S>.